[1]
# C6H12O

The molecule C6H12O at a distorted geometry (ωB97M-V with the def2-TZVPD basis set, the OMol25 dataset).

Last column: Löwdin charge in e.
Geometry (Å):
C 1.223 -2.525 -0.226  -0.121
C 0.087 -1.502 -0.195  -0.266
C 0.450 -0.229 0.578  -0.187
C -0.681 0.778 0.623  -0.237
C -0.411 2.271 0.808  -0.048
C -0.915 1.754 -0.471  -0.391
O -0.209 1.735 -1.678  0.007
H 2.117 -2.105 -0.703  0.073
H 1.504 -2.838 0.787  0.071
H 0.941 -3.424 -0.786  0.068
H -0.807 -1.961 0.251  0.109
H -0.185 -1.221 -1.221  0.108
H 1.334 0.229 0.117  0.121
H 0.732 -0.488 1.609  0.118
H -1.611 0.410 1.050  0.136
H 0.620 2.607 0.866  0.116
H -1.133 2.866 1.353  0.100
H -1.971 1.969 -0.710  0.150
H -1.086 1.676 -2.053  0.076

DFT total energy: -310.9885 hartree
HOMO level: -9.346 eV
total charge: 0
frontier orbital gap: 10.24 eV
multiplicity: 1
ΔE to the lowest compared entry with this formula, charge and spin: 1.925 eV

=====

[2]
# C6H12O

The molecule C6H12O at a distorted geometry (ωB97M-V with the def2-TZVPD basis set, the OMol25 dataset).

Last column: Löwdin charge in e.
Geometry (Å):
C -2.138 0.734 -0.029  -0.070
C -1.109 -0.418 0.490  -0.294
C -0.628 -1.276 -0.695  -0.169
O 0.747 -1.039 -0.948  -0.101
C 1.374 -0.434 0.170  -0.397
C 2.359 0.606 -0.326  -0.046
C 0.222 0.194 0.945  -0.112
H -3.078 0.244 -0.304  0.065
H -1.812 1.291 -0.940  0.086
H -2.383 1.526 0.710  0.076
H -1.599 -0.974 1.284  0.122
H -0.793 -2.342 -0.525  0.119
H -1.166 -0.975 -1.593  0.115
H 1.940 -1.191 0.732  0.143
H 3.105 0.145 -0.973  0.079
H 2.878 1.099 0.502  0.084
H 1.811 1.354 -0.901  0.083
H -0.143 1.050 0.395  0.085
H 0.414 0.405 2.005  0.131

DFT total energy: -311.0080 hartree
HOMO level: -9.556 eV
total charge: 0
frontier orbital gap: 10.66 eV
multiplicity: 1
ΔE to the lowest compared entry with this formula, charge and spin: 1.396 eV

=====

[3]
# C6H12O

A cluster of 2 separate species, C6H12O in total at a distorted geometry (ωB97M-V with the def2-TZVPD basis set, the OMol25 dataset).

Last column: Löwdin charge in e.
Geometry (Å):
C 1.775 -1.376 -0.830  -0.112
C 1.360 -0.110 -0.067  -0.213
C 0.035 -0.106 0.780  -0.180
C -0.385 1.204 1.333  -0.202
C -0.876 1.873 0.066  -0.072
C -1.442 0.610 0.563  -0.176
O -1.839 -1.153 -1.049  -0.092
H 1.901 -2.241 -0.167  0.070
H 1.035 -1.634 -1.591  0.066
H 2.741 -1.234 -1.342  0.072
H 1.378 0.734 -0.763  0.096
H 2.165 0.128 0.652  0.115
H 0.035 -0.952 1.481  0.138
H -1.074 -0.917 -0.491  -0.029
H -0.379 1.555 2.345  0.127
H -0.331 1.826 -0.875  0.096
H -1.444 2.789 0.210  0.106
H -2.514 0.430 0.729  0.146
H -2.387 -1.663 -0.443  0.042

DFT total energy: -310.9237 hartree
HOMO level: -9.386 eV
total charge: 0
frontier orbital gap: 10.39 eV
multiplicity: 1
ΔE to the lowest compared entry with this formula, charge and spin: 3.688 eV

=====

[4]
# C6H12O

The molecule C6H12O (ωB97M-V with the def2-TZVPD basis set, the OMol25 dataset).

Last column: Löwdin charge in e.
Geometry (Å):
C -1.047 2.304 0.235  -0.104
O -0.403 1.329 -0.540  -0.159
C 0.487 0.521 0.182  -0.336
C -0.065 -0.353 1.333  -0.119
C 0.694 -1.557 0.727  -0.136
C 0.902 -0.756 -0.584  -0.298
C -0.056 -1.127 -1.709  -0.067
H -0.334 3.001 0.704  0.092
H -1.664 1.853 1.028  0.085
H -1.700 2.864 -0.440  0.090
H 1.358 1.110 0.514  0.153
H 0.199 -0.057 2.354  0.105
H -1.151 -0.467 1.266  0.112
H 0.124 -2.487 0.633  0.105
H 1.630 -1.775 1.250  0.104
H 1.930 -0.744 -0.963  0.132
H 0.242 -2.075 -2.170  0.079
H -1.083 -1.234 -1.342  0.084
H -0.065 -0.350 -2.479  0.078

DFT total energy: -311.0094 hartree
HOMO level: -9.511 eV
total charge: 0
frontier orbital gap: 10.64 eV
multiplicity: 1
ΔE to the lowest compared entry with this formula, charge and spin: 1.357 eV

=====

[5]
# C6H12O

The molecule C6H12O (ωB97M-V with the def2-TZVPD basis set, the OMol25 dataset).

Last column: Löwdin charge in e.
Geometry (Å):
C -2.719 0.179 -0.304  -0.121
C -1.382 0.589 0.310  -0.268
C -0.338 -0.522 0.195  -0.201
C 1.032 -0.161 0.727  -0.245
C 2.199 -1.013 0.288  -0.063
C 2.082 0.392 -0.201  -0.346
O 1.787 0.571 -1.555  -0.015
H -2.602 -0.067 -1.366  0.073
H -3.125 -0.709 0.195  0.073
H -3.465 0.977 -0.225  0.068
H -1.524 0.854 1.366  0.109
H -1.010 1.497 -0.187  0.106
H -0.233 -0.807 -0.860  0.117
H -0.704 -1.414 0.723  0.122
H 1.056 0.232 1.744  0.138
H 1.966 -1.789 -0.437  0.115
H 2.988 -1.264 0.991  0.101
H 2.789 1.115 0.210  0.141
H 1.204 1.340 -1.616  0.096

DFT total energy: -311.0164 hartree
HOMO level: -9.682 eV
total charge: 0
frontier orbital gap: 10.64 eV
multiplicity: 1
ΔE to the lowest compared entry with this formula, charge and spin: 1.167 eV

=====

[6]
# C6H12O

A structure of composition C6H12O at a distorted geometry (ωB97M-V with the def2-TZVPD basis set, the OMol25 dataset).

Last column: Löwdin charge in e.
Geometry (Å):
C 2.122 0.271 0.413  -0.254
C 1.143 0.470 -0.565  -0.293
C -0.586 0.077 0.187  -0.307
C 0.516 -0.532 -1.400  0.016
C -1.836 0.570 -0.525  -0.101
C -0.786 -1.254 0.894  -0.091
O 2.232 1.169 1.467  -0.067
H 2.284 2.067 1.114  0.087
H 2.452 -0.721 0.699  0.096
H 0.949 1.505 -0.848  0.126
H -0.350 0.811 0.970  0.127
H 0.130 -0.216 -2.362  0.087
H 0.763 -1.574 -1.240  0.093
H -2.612 0.789 0.217  0.081
H -1.194 -2.016 0.229  0.080
H -2.235 -0.177 -1.212  0.079
H -1.641 1.490 -1.082  0.078
H -1.497 -1.115 1.714  0.085
H 0.147 -1.614 1.329  0.078

DFT total energy: -310.8847 hartree
HOMO level: -6.352 eV
total charge: 0
frontier orbital gap: 7.25 eV
multiplicity: 1
ΔE to the lowest compared entry with this formula, charge and spin: 4.751 eV

=====

[7]
# C6H12O

A cluster of 2 separate species, C6H12O in total (ωB97M-V with the def2-TZVPD basis set, the OMol25 dataset).

Last column: Löwdin charge in e.
Geometry (Å):
C 2.710 0.208 0.031  -0.052
C 1.498 1.035 0.394  -0.361
O 0.885 0.885 1.424  0.028
C -0.768 -1.055 0.633  -0.214
C -1.843 -0.922 1.400  0.004
C -0.649 -0.501 -0.758  -0.274
C -1.620 0.619 -1.120  -0.114
H 2.545 -0.853 0.247  0.083
H 3.522 0.551 0.679  0.086
H 3.017 0.330 -1.011  0.077
H 0.369 -0.123 -0.927  0.061
H 1.206 1.837 -0.317  0.124
H 0.069 -1.664 0.978  0.101
H -2.670 -0.279 1.112  0.054
H -1.940 -1.457 2.338  0.054
H -0.752 -1.347 -1.449  0.117
H -1.361 1.024 -2.104  0.072
H -2.660 0.280 -1.163  0.073
H -1.557 1.431 -0.386  0.080

DFT total energy: -310.9972 hartree
HOMO level: -9.335 eV
total charge: 0
frontier orbital gap: 10.35 eV
multiplicity: 1
ΔE to the lowest compared entry with this formula, charge and spin: 1.689 eV

=====

[8]
# C6H12O

A structure of composition C6H12O (ωB97M-V with the def2-TZVPD basis set, the OMol25 dataset).

Last column: Löwdin charge in e.
Geometry (Å):
C 0.797 -1.696 -1.404  -0.075
C 0.236 -0.787 -0.301  -0.466
C 0.558 -1.350 1.082  -0.082
C 0.959 0.543 -0.482  -0.065
O 0.153 1.468 -1.218  -0.097
C -0.145 1.882 0.086  -0.304
C -1.577 1.716 0.530  -0.038
H 0.357 -2.696 -1.312  0.080
H 0.565 -1.310 -2.401  0.082
H 1.885 -1.787 -1.315  0.083
H -0.850 -0.716 -0.453  0.119
H 1.637 -1.286 1.263  0.085
H 0.254 -2.398 1.171  0.079
H 0.051 -0.783 1.874  0.075
H 0.691 1.248 0.702  0.133
H 0.274 2.874 0.285  0.146
H -1.932 0.687 0.445  0.071
H -2.205 2.338 -0.116  0.090
H -1.708 2.055 1.563  0.085

DFT total energy: -310.8956 hartree
HOMO level: -8.018 eV
total charge: 0
frontier orbital gap: 9.03 eV
multiplicity: 1
ΔE to the lowest compared entry with this formula, charge and spin: 4.454 eV

=====

The highest frontier orbital gap belongs to which entry?
number 2